Computed, not measured: 3 unconnected molecules or ions with the total composition C26H53ClN4O at a distorted geometry, with the ωB97M-V functional and the def2-TZVPD basis.

- SMILES = CO[C@@H](Cc1cccc(C)c1)[C@H](CCCCl)NN.CCN(CC)CC.CCN(CC)CC
- 2S+1 = 1
- E_HOMO (eV) = -8.1
- charge = 0
- HOMO-LUMO gap (eV) = 8.37

Element x y z (Å)
C 0.937854 3.383629 5.521276
O 0.244681 2.497700 4.571004
C -0.197868 1.249492 5.252594
C -1.592372 1.542744 6.058571
C -1.494683 0.989654 7.606003
C -2.625939 -0.089681 8.107646
C -2.502559 -0.662014 9.647593
C -1.314732 -0.231590 10.714788
C -0.190771 0.853942 10.215075
C 1.031861 1.294858 11.248383
C -0.319174 1.437227 8.684335
C -0.201716 -0.076879 4.293382
C 0.806465 0.284926 3.008412
C 1.050610 -1.002152 2.011164
C 1.986757 -2.178715 2.672311
Cl 3.598846 -1.580567 3.373665
N -1.537775 -0.438959 3.687717
N -2.167767 -1.482368 4.373250
H 1.436328 4.257595 4.888205
H 0.136056 3.824968 6.268837
H 1.824311 2.872603 6.105973
H 0.630087 1.048949 6.089627
H -1.771970 2.722498 6.080457
H -2.556759 1.082337 5.584932
H -3.490269 -0.485265 7.421684
H -3.326702 -1.440104 10.022931
H -1.223304 -0.674899 11.811168
H 1.108320 0.458874 12.089048
H 0.780804 2.361687 11.671557
H 2.061341 1.325148 10.687868
H 0.478290 2.223163 8.277245
H 0.335732 -0.962658 4.862755
H 1.858309 0.662856 3.420586
H 0.293609 1.130554 2.348062
H 1.561763 -0.586349 1.039397
H 0.004483 -1.463464 1.735986
H 1.348066 -2.797640 3.438183
H 2.271951 -2.913889 1.776416
H -2.168526 0.381392 3.555912
H -1.672099 -1.705427 5.274031
H -2.134484 -2.377067 3.825597
C 0.192107 0.589402 -4.681465
C 0.535150 0.837212 -3.215116
N 1.916609 1.275916 -3.006537
C 2.352855 1.190191 -1.609962
C 1.635333 2.069580 -0.592428
C 2.330359 2.487328 -3.717743
C 1.510733 3.754688 -3.495545
H 0.910131 -0.094564 -5.144741
H -0.801523 0.134846 -4.759775
H 0.172749 1.519640 -5.257311
H 0.382135 -0.114577 -2.690644
H -0.184504 1.546704 -2.792101
H 3.430475 1.388911 -1.551232
H 2.246291 0.146458 -1.286559
H 1.913225 3.120100 -0.698689
H 1.921506 1.766770 0.420706
H 0.547406 1.983477 -0.661625
H 2.325822 2.269000 -4.793196
H 3.381364 2.704605 -3.493173
H 0.436439 3.584965 -3.610377
H 1.798555 4.509624 -4.236600
H 1.691374 4.190196 -2.511856
C -3.216455 -3.733289 -9.005425
C -1.793261 -3.298346 -9.343969
N -1.462642 -1.957774 -8.856163
C -0.245845 -1.401384 -9.454423
C 1.068881 -2.120500 -9.175308
C -1.611114 -1.732772 -7.416769
C -0.851306 -2.659123 -6.472351
H -3.946438 -2.988408 -9.337494
H -3.447674 -4.677087 -9.511227
H -3.346930 -3.897040 -7.931423
H -1.713073 -3.307420 -10.438443
H -1.089004 -4.050823 -8.972458
H -0.142553 -0.349244 -9.160250
H -0.388085 -1.371386 -10.542629
H 1.405549 -1.963508 -8.148607
H 1.851375 -1.721779 -9.830101
H 1.003767 -3.195476 -9.364985
H -2.677979 -1.803089 -7.169494
H -1.348812 -0.695285 -7.177878
H -0.993382 -3.715616 -6.716765
H -1.214845 -2.513734 -5.448325
H 0.218178 -2.444504 -6.463172

Force components x, y, z for each atom (eV/Å):
C 0.1 0.9 -0.3
O 0.5 -0.9 1.7
C 0.7 0.0 1.8
C 0.0 0.5 1.3
C -0.6 -1.9 3.5
C 3.6 1.2 3.2
C 2.0 1.8 -0.7
C 0.1 1.9 -4.2
C -2.7 -1.4 -2.2
C -0.8 -0.5 -0.8
C -2.0 -2.0 0.6
C 1.5 1.6 -1.9
C 0.1 -0.2 -0.2
C 0.3 0.6 0.7
C -1.4 -0.8 -1.9
Cl -1.5 -0.5 -0.4
N 1.8 0.7 0.4
N -0.3 -2.0 1.1
H -1.3 -1.9 1.3
H 1.8 -0.7 -1.3
H -1.9 0.6 -1.1
H -1.8 0.3 -1.7
H 0.5 -2.6 0.0
H 2.0 0.7 0.8
H 1.9 1.0 1.4
H 2.1 1.9 -0.9
H -0.4 1.0 -2.7
H -0.3 2.0 -1.7
H 0.6 -2.2 -0.6
H -2.1 0.0 1.0
H -1.9 -1.9 1.1
H -1.7 1.6 -1.1
H -2.4 -0.7 -1.0
H 1.2 -1.7 1.6
H -0.9 -0.9 1.9
H 2.1 0.8 0.5
H 1.6 1.4 -1.1
H -0.5 1.6 2.2
H 0.8 -1.0 0.6
H -0.8 0.5 -1.1
H 0.1 1.3 0.5
C 0.0 0.1 -0.1
C 0.3 0.0 -0.2
N 0.3 -0.1 0.3
C 0.0 -0.2 -0.1
C 0.0 0.2 0.3
C -0.1 -0.2 -0.3
C 0.0 0.3 0.0
H 0.0 0.1 0.1
H 0.1 0.1 0.0
H 0.0 -0.1 0.0
H 0.2 0.2 0.1
H -0.2 0.0 0.0
H -0.1 0.1 -0.2
H -0.1 0.0 -0.2
H -0.1 -0.1 0.0
H 0.0 0.0 -0.1
H 0.1 0.0 0.0
H -0.1 -0.1 0.1
H -0.1 -0.2 0.2
H 0.1 0.0 0.0
H 0.0 -0.1 0.1
H -0.1 0.0 0.0
C 0.0 0.0 0.1
C -0.2 0.2 0.1
N 0.2 0.3 -0.1
C -0.2 0.0 -0.2
C 0.3 0.0 0.1
C -0.4 -0.1 -0.1
C 0.1 -0.1 0.3
H 0.1 0.0 0.1
H 0.1 0.1 0.1
H 0.0 0.0 -0.1
H 0.2 0.2 0.2
H 0.0 -0.2 0.0
H -0.2 -0.2 0.1
H -0.1 -0.1 0.1
H 0.0 -0.1 -0.1
H -0.1 0.0 0.1
H 0.0 0.1 0.0
H 0.1 -0.1 -0.1
H 0.1 -0.1 -0.3
H 0.0 0.1 0.0
H 0.0 0.0 -0.1
H 0.0 -0.1 0.0

=====

Computed, not measured: 6 unconnected molecules or ions with the total composition C26H53ClNO11S5 at a distorted geometry, with the ωB97M-V functional and the def2-TZVPD basis.

- 2S+1 = 1
- E_HOMO (eV) = -11.4
- charge = +1
- HOMO-LUMO gap (eV) = 8.29

Element x y z (Å)
C 3.734640 1.487525 2.110997
C 2.964553 0.840425 0.804965
C 2.106318 -0.418046 1.403643
Cl 1.901011 -1.810711 0.226032
N 0.825945 0.088784 2.018338
C -0.355593 0.145200 1.084057
C -1.059088 1.733914 1.243874
C -1.600473 2.092446 2.811188
O -2.555305 1.763175 1.555179
H 3.619279 2.641968 2.158042
H 3.274865 1.099895 3.115512
H 4.852964 1.161860 2.069067
H 3.785329 0.508310 0.058442
H 2.236044 1.608448 0.311967
H 2.755326 -0.828770 2.284222
H 0.597495 -0.562189 2.809512
H 1.004529 1.013881 2.462138
H -1.194989 -0.584180 1.368570
H -0.090869 0.173017 -0.033158
H -0.558032 2.639270 0.599585
H -1.676756 1.244147 3.584994
H -1.690078 3.221202 3.087263
C 1.054188 -4.687117 -2.107123
C 0.141469 -5.352125 -3.137996
C 0.467129 -6.846321 -3.142752
S 1.070636 -7.232218 -1.503895
O 2.460001 -7.615288 -1.603328
O 0.093002 -8.044333 -0.814704
C 0.987878 -5.568081 -0.866950
H 0.741055 -3.662435 -1.888902
H 2.080198 -4.654010 -2.489538
H -0.904653 -5.203746 -2.848030
H 0.270647 -4.917288 -4.132326
H -0.416814 -7.450082 -3.354362
H 1.258064 -7.080985 -3.858171
H 1.809483 -5.394015 -0.171431
H 0.029525 -5.453965 -0.353892
C 6.215201 4.809618 1.205391
C 7.090783 5.302787 0.052956
C 6.563243 4.661667 -1.231396
S 4.820621 4.363023 -0.962316
O 4.593547 2.932379 -0.957146
O 4.049455 5.262774 -1.789193
C 4.778338 4.950298 0.721539
H 6.388509 5.381457 2.119974
H 6.439059 3.757902 1.415767
H 7.014863 6.392910 -0.021343
H 8.143840 5.057889 0.211952
H 6.688768 5.321551 -2.091318
H 7.044714 3.701003 -1.426164
H 4.069884 4.361940 1.303472
H 4.470409 5.998594 0.701799
C 4.983363 -2.150418 -2.623666
C 5.861886 -1.644229 -3.768725
C 5.337969 -2.272606 -5.061085
S 3.594842 -2.575094 -4.799211
O 3.368615 -4.002935 -4.807224
O 2.825154 -1.666740 -5.619011
C 3.547778 -2.005738 -3.109786
H 5.153780 -1.588076 -1.702185
H 5.207541 -3.203963 -2.424058
H 5.785407 -0.553212 -3.831862
H 6.914802 -1.890079 -3.609514
H 5.465113 -1.604045 -5.914030
H 5.820618 -3.230866 -5.264278
H 2.838005 -2.601194 -2.535957
H 3.239142 -0.957181 -3.119026
C -6.131120 -2.142101 0.840949
C -4.888585 -3.013695 0.654158
C -3.825153 -2.155094 -0.031433
S -4.165910 -0.462919 0.444200
O -4.556231 0.276177 -0.734426
O -3.121113 0.004314 1.339824
C -5.628125 -0.818076 1.400308
H -6.857397 -2.609627 1.509560
H -6.617060 -1.979698 -0.127112
H -4.522825 -3.341373 1.633505
H -5.107959 -3.910727 0.069629
H -2.818565 -2.426894 0.292034
H -3.897033 -2.221937 -1.119349
H -6.348556 -0.006407 1.295592
H -5.326775 -0.921588 2.445749
C -6.820436 4.396343 2.845562
C -8.219072 4.821327 2.395982
C -9.047180 3.549280 2.208951
S -8.356566 2.334323 3.324975
O -7.777709 1.265084 2.540950
O -9.293328 2.085003 4.396986
C -7.035607 3.361829 3.941888
H -6.234244 5.245541 3.204622
H -6.283090 3.945173 2.004196
H -8.675760 5.447942 3.169714
H -8.186467 5.409325 1.475356
H -10.097249 3.712599 2.456649
H -8.960800 3.161677 1.191652
H -6.151890 2.754403 4.138951
H -7.382363 3.832825 4.864994

Force components x, y, z for each atom (eV/Å):
C -0.3 0.1 0.0
C -0.2 0.1 0.9
C 3.4 0.3 0.1
Cl -0.2 1.3 1.1
N -0.2 -1.3 0.2
C -2.9 3.4 -1.2
C -1.8 0.3 3.5
C -0.9 0.0 -4.4
O 7.6 6.1 2.3
H 0.4 -2.2 -0.2
H 0.9 0.6 -1.7
H -2.1 0.8 0.2
H -1.8 0.5 1.2
H 1.4 -1.4 0.7
H -1.4 0.5 -1.7
H 0.0 0.7 -0.9
H -0.1 -0.4 -0.5
H 1.6 1.1 -0.5
H 0.1 -0.7 2.0
H -1.5 -2.5 1.5
H 0.1 1.5 -1.3
H 0.4 -2.4 -0.3
C 0.2 0.0 -0.1
C -0.2 0.2 -0.2
C -0.2 0.1 -0.6
S -0.1 -0.4 0.1
O -0.4 0.0 0.2
O 0.5 0.1 -0.1
C 0.0 0.6 0.2
H 0.0 0.0 0.0
H -0.1 -0.1 0.0
H 0.1 0.0 0.0
H 0.0 -0.1 0.1
H 0.2 -0.1 0.1
H 0.0 0.0 0.2
H 0.0 -0.2 0.0
H 0.1 -0.1 0.0
C 0.1 -0.1 0.2
C 0.2 0.2 0.1
C 0.6 0.0 -0.1
S 0.0 0.7 -0.3
O -0.3 0.0 0.0
O 0.0 -0.7 0.2
C 0.1 0.1 0.5
H 0.0 -0.1 -0.1
H 0.0 0.1 0.0
H 0.0 -0.1 0.0
H -0.1 0.0 0.0
H -0.2 -0.2 0.0
H -0.2 0.1 0.0
H 0.0 0.1 -0.2
H 0.0 -0.1 -0.1
C 0.1 -0.1 0.1
C 0.2 0.2 0.1
C 0.6 0.1 -0.1
S -0.2 0.3 -0.3
O -0.2 0.3 0.0
O 0.0 -0.5 0.2
C 0.0 0.2 0.6
H 0.0 -0.1 -0.1
H -0.1 0.1 0.0
H 0.0 -0.1 0.0
H -0.1 0.0 0.0
H -0.2 -0.2 0.0
H -0.2 0.1 0.0
H 0.0 0.0 -0.2
H 0.0 -0.1 -0.1
C -0.1 -0.1 -0.1
C -0.1 -0.3 0.1
C 0.1 -0.6 -0.4
S -0.8 -0.7 0.3
O 0.6 0.2 0.3
O -2.3 -5.5 -1.3
C -0.4 0.0 0.1
H 0.1 0.1 -0.1
H 0.0 0.0 0.1
H 0.0 0.0 -0.1
H 0.1 0.1 0.1
H 0.0 0.2 -0.1
H 0.0 0.1 0.1
H 0.2 0.0 0.1
H 0.0 0.1 -0.1
C 0.1 0.1 -0.2
C 0.0 0.3 0.0
C -0.3 0.4 -0.4
S -0.4 0.2 0.5
O -0.1 -0.1 0.2
O 0.3 -0.3 -0.4
C 0.4 0.3 0.1
H 0.0 -0.1 0.0
H 0.0 0.0 0.1
H 0.1 -0.1 -0.1
H 0.0 -0.1 0.1
H 0.1 -0.2 0.0
H 0.0 -0.1 0.2
H -0.2 -0.1 0.0
H 0.0 -0.1 -0.1

=====

Computed, not measured: a molecular structure, C26H53ClOP2Si2V at a distorted geometry, with the ωB97M-V functional and the def2-TZVPD basis.

- 2S+1 = 2
- E_HOMO (spin up / spin down) (eV) = -6.3 / -5.9
- charge = 0
- HOMO-LUMO gap (spin up / spin down) (eV) = 6.76 / 6.34

Element x y z (Å)
V 0.490120 -0.110059 -0.363836
C 2.046300 -0.203731 -1.835371
C 1.228859 -1.360109 -1.842028
C -0.114817 -0.920240 -2.154425
Si 1.931967 -3.069084 -1.436959
C -0.116416 0.492506 -2.225271
C 1.257416 0.952397 -1.977831
Si 1.966796 2.691911 -1.768120
H 3.127957 -0.212603 -1.733861
H -0.942624 -1.590815 -2.390742
H -0.923758 1.142670 -2.554551
Cl -2.717973 -0.036507 1.102234
C 3.833295 2.599106 -1.584847
C 1.477029 3.779876 -3.219247
C 3.798023 -2.998750 -1.339704
C 1.365246 -4.323060 -2.703487
H 2.112030 3.516009 -4.083164
H 1.622615 4.856069 -3.015854
H 0.427468 3.620836 -3.510041
H 4.136702 1.958514 -0.744106
H 4.265587 3.597790 -1.424437
H 4.280928 2.189977 -2.503730
H 1.925978 -4.157023 -3.639184
H 0.294862 -4.225175 -2.932788
H 1.559587 -5.358159 -2.374918
H 4.228912 -2.732255 -2.314098
H 4.196932 -3.981360 -1.055921
H 4.131736 -2.261565 -0.596489
C 1.222025 3.394978 -0.160106
C 1.244389 -3.489200 0.283581
P -0.439448 2.688853 0.208532
H 1.205625 4.497811 -0.224233
H 1.910677 3.083405 0.643744
P -0.371358 -2.662876 0.563907
H 1.962744 -3.077642 1.004541
H 1.183702 -4.580538 0.399425
C -0.777217 -3.120853 2.337929
C -1.493599 -3.712846 -0.552581
C -1.473029 3.531229 -1.151326
C -0.918592 3.565623 1.808322
C -0.752586 2.622004 3.009532
H -1.999317 3.739235 1.658913
C -0.212793 4.899404 2.075615
H 0.859571 4.759852 2.256371
H -0.652419 5.341187 2.978787
H -0.314189 5.623272 1.260389
H -0.988555 1.583550 2.745202
H -1.415413 2.909970 3.838131
H 0.270200 2.635893 3.400004
H -0.958748 3.226689 -2.078029
C -1.428483 5.064550 -1.095392
C -2.922053 3.004527 -1.213742
H -0.432935 5.509242 -1.233748
H -1.833459 5.457452 -0.155423
H -2.047912 5.453007 -1.915961
H -3.001958 1.962733 -1.564253
H -3.486851 3.625516 -1.926546
H -3.430394 3.058960 -0.239465
H -0.993752 -3.638445 -1.533904
C -2.927153 -3.153734 -0.691813
C -1.499376 -5.205072 -0.177505
H -0.528652 -5.715925 -0.248206
H -2.164583 -5.732495 -0.877063
H -1.879524 -5.378433 0.836660
H -2.975449 -2.206142 -1.255731
H -3.398769 -2.973425 0.287549
H -3.528816 -3.895048 -1.243782
C -0.454419 -1.952568 3.280985
C -0.116985 -4.397325 2.870993
H -1.872649 -3.266775 2.307283
H 0.965569 -4.277774 2.986020
H -0.283517 -5.289393 2.260362
H -0.531946 -4.609242 3.863990
H 0.618282 -1.913922 3.511144
H -1.000112 -2.078855 4.227383
H -0.751134 -0.980772 2.865845
C -4.418711 0.054396 0.574241
H -5.101841 0.060601 1.469530
H -4.642521 -0.840007 -0.044156
H -4.566360 0.993317 0.001482
C 1.928059 0.619093 2.606316
C 2.122944 -0.150273 1.335165
O 3.046895 -0.956831 1.201154
H 0.912203 0.381941 2.964474
H 2.024825 1.702894 2.463061
H 2.619150 0.348067 3.419190

Force components x, y, z for each atom (eV/Å):
V -1.0 0.1 4.2
C 0.4 -0.2 -0.8
C 1.3 -1.0 -1.2
C -0.6 -0.9 -0.5
Si -0.3 0.7 0.5
C 0.3 0.9 -0.8
C 0.6 1.2 -1.3
Si -0.5 -0.6 0.4
H -0.3 0.0 0.5
H 0.2 0.4 0.2
H 0.1 -0.3 0.3
Cl -0.4 0.0 0.0
C 0.1 0.0 -0.2
C 0.2 0.2 -0.3
C 0.1 0.1 -0.2
C 0.1 -0.3 -0.3
H -0.3 0.1 0.2
H -0.1 -0.4 -0.1
H 0.4 0.1 0.0
H -0.2 0.1 -0.2
H -0.1 -0.2 0.0
H -0.1 0.1 0.2
H -0.2 -0.1 0.2
H 0.3 -0.1 0.0
H -0.1 0.3 -0.1
H 0.0 -0.1 0.1
H -0.1 0.1 0.0
H -0.2 -0.2 -0.1
C 0.1 0.2 -0.3
C -0.1 -0.3 -0.4
P 0.7 -0.1 -0.3
H 0.1 -0.4 0.2
H -0.3 0.2 -0.2
P 0.8 0.2 -0.2
H -0.1 0.0 -0.1
H 0.1 0.2 0.2
C -0.3 0.0 -0.4
C 0.4 0.2 0.3
C 0.4 -0.3 0.4
C -0.3 -0.2 -0.4
C -0.2 -0.1 0.2
H 0.2 0.1 0.1
C -0.1 0.1 0.1
H -0.2 -0.1 0.0
H 0.1 0.0 -0.1
H 0.0 -0.2 0.2
H 0.0 0.3 0.1
H 0.1 0.0 -0.2
H -0.2 0.1 -0.2
H -0.2 0.0 0.3
C -0.3 0.2 -0.2
C 0.0 0.1 -0.1
H -0.2 -0.4 0.1
H -0.1 -0.1 -0.2
H 0.1 0.0 0.2
H 0.3 0.3 0.2
H 0.1 -0.2 0.2
H 0.1 0.1 -0.2
H -0.2 0.1 0.4
C 0.1 -0.1 0.0
C -0.3 -0.2 -0.1
H -0.1 0.4 0.0
H 0.1 0.0 0.2
H -0.1 0.1 -0.2
H 0.2 -0.3 0.3
H 0.1 -0.2 -0.2
H 0.1 0.3 0.2
C -0.2 0.0 0.1
C -0.1 -0.2 0.2
H 0.2 0.1 0.2
H -0.2 0.1 -0.1
H 0.0 0.2 0.0
H 0.1 0.0 -0.1
H -0.2 0.0 -0.1
H 0.2 0.0 -0.1
H 0.0 -0.3 0.0
C -1.1 0.0 0.2
H 0.9 0.0 -0.9
H 0.2 0.7 0.4
H 0.1 -0.7 0.3
C 0.3 0.0 1.1
C -1.2 -0.7 -1.8
O 0.0 0.6 0.5
H 0.3 0.4 -0.2
H -0.2 -0.2 -0.2
H 0.1 -0.1 -0.2